The following is a quantum chemistry calculation of the ion C6H13N3S with charge +2, from OMol25.

The value obtained for the molecular weight is 159.26 Da. The LUMO energy (spin up / spin down) comes out at -12.2 / -12.2 eV.

ORCA input file:
```
! wB97M-V def2-TZVPD RIJCOSX def2/J DEFGRID3
* xyz 2 1
C -0.484 1.607 -0.217
C 1.754 0.463 -0.040
C -1.839 -0.904 -1.225
C -2.181 -0.167 -0.120
C -3.307 -0.563 0.770
C 3.778 -0.721 -0.150
N 0.766 1.272 0.423
N -1.648 1.013 0.264
N 2.822 0.097 0.648
S -0.633 3.432 -0.245
H -0.311 1.079 -1.196
H 1.575 0.111 -1.067
H -1.015 -0.534 -1.874
H -2.270 -1.958 -1.396
H -2.990 -0.013 1.705
H -3.430 -1.614 0.963
H -4.226 -0.069 0.379
H 4.882 -0.333 -0.098
H 3.665 -0.602 -1.269
H 3.699 -1.710 0.243
H 0.810 1.810 1.221
H -1.906 1.310 1.186
H 2.989 0.216 1.618
*
```

Atomic partial charges in e from the Löwdin method, atoms 1 to 5: -0.736, -0.028, 0.205, -0.344, 0.015

The following is a quantum chemistry calculation of a structure of composition C3H4N2O3, from OMol25.

The value obtained for the molecular weight is 116.08 Da. The LUMO energy comes out at -1.0 eV.

ORCA input file:
```
! wB97M-V def2-TZVPD RIJCOSX def2/J DEFGRID3
* xyz 0 1
C 1.671 0.116 0.466
C 0.309 -0.489 0.932
C -2.006 -0.776 -0.083
H 1.102 1.638 -2.224
H 2.245 -0.068 1.380
H -0.542 0.808 -0.297
H -2.428 -0.599 -1.126
N 1.977 0.981 -0.536
N -0.928 -0.021 0.256
O 0.668 1.429 -1.087
O 0.343 -1.196 1.921
O -2.410 -1.823 0.399
*
```

Atomic partial charges in e from the Löwdin method, atoms 1 to 5: -0.008, -0.344, -0.346, 0.280, 0.120

The following is a quantum chemistry calculation of a structure of composition C2H3N4S, from OMol25.

The value obtained for the molecular weight is 115.14 Da. The LUMO energy comes out at 3.5 eV.

ORCA input file:
```
! wB97M-V def2-TZVPD RIJCOSX def2/J DEFGRID3
* xyz -1 1
C 0.360 0.901 -0.081
C 1.088 -1.307 -0.949
N -2.377 2.246 1.243
N 0.820 1.927 -0.330
N -1.640 0.110 1.894
N -2.080 1.138 1.496
S -0.283 -0.643 0.208
H 1.077 -0.800 -2.036
H 1.050 -2.408 -1.089
H 1.984 -1.163 -0.357
*
```

Atomic partial charges in e from the Löwdin method, atoms 1 to 5: -0.699, -0.421, -0.023, 0.070, -0.197

The following is a quantum chemistry calculation of a cluster of 2 separate species, H2N3O3S in total, from OMol25.

The value obtained for the molecular weight is 124.10 Da. The LUMO energy comes out at 4.1 eV.

ORCA input file:
```
! wB97M-V def2-TZVPD RIJCOSX def2/J DEFGRID3
* xyz -1 1
N -3.286 -0.626 1.363
N -3.495 0.396 1.675
N 0.797 -0.272 -1.454
O 2.633 -0.151 0.418
O 0.633 1.353 0.399
O 0.379 -0.953 0.871
S 1.198 0.056 0.215
H -0.187 -0.408 -1.656
H 1.328 0.604 -1.830
*
```

Atomic partial charges in e from the Löwdin method, atoms 1 to 5: 0.013, 0.001, -0.151, -0.389, -0.403

The following is a quantum chemistry calculation of the molecule C4H5NO3, from OMol25.

As for the SMILES: O=CON1CCC1=O. The value obtained for the molecular weight is 115.09 Da. The LUMO energy comes out at 0.8 eV.

ORCA input file:
```
! wB97M-V def2-TZVPD RIJCOSX def2/J DEFGRID3
* xyz 0 1
O 2.426 1.179 -0.851
C 1.423 1.777 -1.061
O 0.155 1.274 -0.925
N 0.078 -0.028 -0.442
C 0.061 -0.236 1.011
C -0.984 -1.335 0.791
C -1.025 -0.830 -0.660
O -1.598 -1.066 -1.705
H 1.314 2.808 -1.346
H -0.361 0.620 1.515
H 1.033 -0.611 1.439
H -1.896 -1.165 1.438
H -0.626 -2.388 0.799
*
```

Atomic partial charges in e from the Löwdin method, atoms 1 to 5: 0.113, -0.298, 0.034, -0.041, -0.115

The following is a quantum chemistry calculation of a structure of composition C36H48N2OP2S2W, from OMol25.

The value obtained for the molecular weight is 834.72 Da. The LUMO energy (spin up / spin down) comes out at 2.7 / 2.7 eV.

ORCA input file:
```
! wB97M-V def2-TZVPD RIJCOSX def2/J DEFGRID3
* xyz -1 2
W -0.821 -0.721 0.648
C 1.535 -1.590 -4.924
C 1.487 -1.746 -3.402
C 2.908 -1.821 -2.828
P 0.482 -0.533 -2.400
C 0.595 1.127 -3.267
C 2.053 1.592 -3.346
C -0.130 1.330 -4.598
C -1.239 -1.017 -2.829
C -1.685 -1.941 -3.762
C -3.047 -2.190 -3.919
C -3.966 -1.509 -3.136
C -3.533 -0.600 -2.177
C -2.174 -0.375 -1.997
N -1.628 0.416 -0.958
C -1.869 1.772 -0.922
C -2.620 2.446 -1.911
C -2.826 3.811 -1.844
C -2.301 4.561 -0.796
C -1.543 3.909 0.165
C -1.297 2.539 0.114
P -0.354 1.568 1.351
C -1.022 2.351 2.929
C -1.143 1.333 4.057
C -0.286 3.589 3.449
C 1.431 2.170 1.276
C 2.355 1.060 0.776
C 1.636 3.422 0.420
H 1.987 -2.478 -5.380
H 2.152 -0.735 -5.206
H 0.551 -1.447 -5.366
H 0.990 -2.693 -3.161
H 3.477 -0.920 -3.077
H 3.449 -2.680 -3.238
H 2.881 -1.908 -1.739
H 0.102 1.770 -2.534
H 2.596 1.082 -4.146
H 2.587 1.412 -2.408
H 2.096 2.666 -3.554
H 0.396 0.845 -5.423
H -0.187 2.401 -4.823
H -1.148 0.941 -4.567
H -0.983 -2.498 -4.369
H -3.382 -2.918 -4.648
H -5.027 -1.698 -3.259
H -4.244 -0.090 -1.538
H -3.039 1.877 -2.731
H -3.409 4.298 -2.617
H -2.477 5.628 -0.731
H -1.133 4.493 0.979
H -2.029 2.647 2.628
H -0.159 1.082 4.458
H -1.608 0.410 3.714
H -1.742 1.745 4.879
H 0.654 3.307 3.927
H -0.901 4.079 4.211
H -0.062 4.329 2.679
H 1.695 2.392 2.310
H 2.104 0.769 -0.247
H 2.267 0.161 1.380
H 3.398 1.400 0.794
H 1.268 3.259 -0.596
H 2.704 3.657 0.360
H 1.122 4.297 0.817
O 1.143 -1.828 0.211
N 1.147 -3.142 0.405
C 2.301 -3.705 0.790
C 2.411 -5.056 0.981
C 1.284 -5.853 0.766
C 0.111 -5.264 0.384
C 0.009 -3.869 0.214
S -1.423 -3.055 -0.236
H 3.109 -3.004 0.933
H 3.356 -5.470 1.303
H 1.329 -6.925 0.925
H -0.789 -5.841 0.227
S -0.487 -2.147 2.729
C 0.296 -1.439 4.144
C -0.330 -1.493 5.396
C 0.272 -0.958 6.528
C 1.521 -0.352 6.444
C 2.167 -0.312 5.214
C 1.567 -0.860 4.085
H -1.312 -1.948 5.455
H -0.242 -1.004 7.482
H 1.988 0.075 7.324
H 3.148 0.147 5.134
H 2.082 -0.843 3.133
C -2.862 -0.439 1.429
H -3.204 0.603 1.510
H -2.986 -0.908 2.402
H -3.552 -0.946 0.743
*
```

Atomic partial charges in e from the Löwdin method, atoms 1 to 5: 0.898, -0.125, -0.539, -0.130, 1.109

The following is a quantum chemistry calculation of a structure of composition C18H16F5IrN3O16P2, from OMol25.

The value obtained for the molecular weight is 879.49 Da. The LUMO energy comes out at 0.7 eV.

ORCA input file:
```
! wB97M-V def2-TZVPD RIJCOSX def2/J DEFGRID3
* xyz -1 1
Ir -0.221 0.007 0.043
N 2.381 0.170 1.811
C 2.067 0.476 3.190
C 1.234 1.751 3.232
C -0.218 1.566 2.794
O -1.077 1.661 3.662
O -0.529 1.380 1.545
H 2.773 -0.751 1.668
H 3.022 0.846 1.413
H 2.951 0.602 3.831
H 1.487 -0.352 3.608
H 1.718 2.504 2.603
H 1.182 2.127 4.252
C -2.858 -0.534 -4.342
C -1.622 -0.121 -3.560
O -0.770 0.692 -4.383
P -2.030 1.016 -2.190
O -3.243 0.505 -1.333
O -2.668 2.277 -2.909
O -0.822 1.435 -1.389
P -0.745 -1.615 -2.844
O 0.783 -1.302 -3.193
O -1.240 -2.855 -3.450
O -0.957 -1.389 -1.344
H -3.336 0.338 -4.790
H -3.571 -1.041 -3.693
H -2.560 -1.233 -5.122
H 0.112 0.293 -4.359
H -2.965 -0.070 -0.595
H -2.067 2.613 -3.589
H 1.212 -0.850 -2.425
O -1.942 -0.841 1.069
C -1.154 -1.690 1.561
O 0.075 -1.632 1.261
C -1.637 -2.725 2.512
C -0.730 -3.596 3.098
C -1.203 -4.537 3.992
C -2.539 -4.645 4.323
C -3.408 -3.757 3.720
C -2.987 -2.794 2.822
N -4.843 -3.848 4.055
O -5.173 -4.676 4.879
O -5.599 -3.093 3.484
N -0.248 -5.466 4.626
O -0.705 -6.350 5.322
O 0.932 -5.287 4.414
H 0.322 -3.537 2.857
H -2.889 -5.388 5.021
H -3.687 -2.103 2.375
F 4.505 4.342 -2.858
C 3.762 3.327 -2.394
C 2.811 3.534 -1.417
F 2.631 4.767 -0.926
C 2.040 2.492 -0.923
F 1.171 2.793 0.040
C 2.171 1.182 -1.403
O 1.511 0.105 -1.010
C 3.166 1.012 -2.384
F 3.388 -0.222 -2.865
C 3.939 2.043 -2.873
F 4.866 1.800 -3.809
*
```

Atomic partial charges in e from the Löwdin method, atoms 1 to 5: 1.522, -0.005, -0.277, -0.114, -0.621

The following is a quantum chemistry calculation of the molecule C4H5N2OP, from OMol25.

As for the SMILES: CC(=O)c1cn[nH]p1. The value obtained for the molecular weight is 128.07 Da. The LUMO energy comes out at -0.5 eV.

ORCA input file:
```
! wB97M-V def2-TZVPD RIJCOSX def2/J DEFGRID3
* xyz 0 1
C -1.329 -0.937 0.284
C 0.085 -1.473 0.072
O 0.334 -2.656 0.052
C 1.099 -0.441 -0.035
C 1.131 0.901 -0.326
N 2.329 1.476 -0.387
N 3.317 0.586 -0.239
P 3.038 -0.971 0.166
H -2.091 -1.354 -0.407
H -1.182 0.101 0.071
H -1.830 -0.879 1.320
H 0.254 1.479 -0.641
H 4.326 1.049 -0.381
*
```

Atomic partial charges in e from the Löwdin method, atoms 1 to 5: -0.021, -0.530, 0.037, -0.281, -0.229

What relative energy (zero: lowest compared OMol25 entry of this formula, charge and spin) values result from the calculations? In sequence: 416.6; 494.2; 256.9; 55.9; 264.2; 19.1; 227.1; 114.2 kJ/mol.
What maximum force values result from the calculations? In sequence: 4.3; 7.9; 2.8; 4.2; 2.7; 0.8; 1.8; 5.0 eV Å⁻¹.